The following is a DFT calculation (wB97M-V/def2-TZVPD) of a molecular structure, C2HCuLiO2.

Calculated values
Total charge   +1
HOMO (spin up / spin down)   -11.70 / -11.70 eV
ΔE to the lowest compared entry with this formula, charge and spin   0.00 kJ/mol
HOMO-LUMO gap (spin up / spin down)   7.19 / 7.19 eV
E_tot   -1874.9718 hartree

```
7
Properties=species:S:1:pos:R:3:forces:R:3
Cu -0.486 -0.224 1.459 -0.870 -0.559 -1.066
O 1.891 0.345 1.842 -0.238 -0.034 -0.014
O -0.682 0.005 -0.994 0.853 -0.318 -1.512
C -1.695 -0.569 -0.505 0.982 1.641 1.558
C 2.973 0.671 1.820 -0.072 -0.030 0.031
Li 0.610 0.109 -2.502 -0.771 0.002 0.702
H -2.610 -0.337 -1.120 0.117 -0.702 0.301
```
Positions in Å, forces in eV/Å.